Version one
H3PS2 | ωB97M-V/def2-TZVPD

Positions of all 6 atoms, in Å:
1 P -0.293 0.593 -0.388
2 S 1.665 -0.876 0.215
3 S -1.784 -0.817 -0.117
4 H -0.727 0.980 0.772
5 H 2.713 -0.060 0.124
6 H -2.041 -1.375 -1.388

Properties
Gap between HOMO and LUMO (spin up / spin down) ... 6.86 / 6.25 eV
Net charge ... 0
LUMO energy (spin up / spin down) ... 0.6 / -3.1 eV
Highest occupied orbital energy (spin up / spin down) ... -0.230 / -0.342 Eh
2S+1 ... 3

=====

Version two
H3PS2 | ωB97M-V/def2-TZVPD

Positions of all 6 atoms, in Å:
1 P 0.750 -0.071 -0.243
2 S 2.601 -0.096 0.275
3 S -0.525 -1.572 0.007
4 H -0.367 1.740 0.045
5 H 0.639 -0.005 -1.584
6 H -0.757 -1.545 1.413

Properties
Gap between HOMO and LUMO (spin up / spin down) ... 7.62 / 6.88 eV
Net charge ... 0
LUMO energy (spin up / spin down) ... 0.5 / -2.9 eV
Highest occupied orbital energy (spin up / spin down) ... -0.260 / -0.358 Eh
2S+1 ... 3

=====

Stability order, top to bottom: version one, version two

=====

Version one
C4H10NO3PS | ωB97M-V/def2-TZVPD

Positions of all 20 atoms, in Å:
1 C 0.723 -1.659 -0.355
2 C 2.076 -2.235 -0.391
3 C -1.094 1.271 2.516
4 C -0.007 2.105 -1.913
5 N 0.569 -0.466 0.080
6 O -0.204 -2.502 -0.538
7 O -0.786 1.518 1.144
8 O -0.965 1.223 -1.349
9 P -0.951 0.390 0.028
10 S -2.537 -0.761 0.144
11 H 2.723 -1.613 -1.008
12 H 2.465 -2.443 0.707
13 H 2.051 -3.263 -0.977
14 H -1.386 2.195 3.129
15 H -0.275 0.663 2.863
16 H -1.890 0.644 2.608
17 H 0.292 2.890 -1.247
18 H -0.610 2.440 -2.819
19 H 0.812 1.640 -2.238
20 H -1.007 -2.037 -0.383

Properties
Gap between HOMO and LUMO ... 9.78 eV
Net charge ... 0
LUMO energy ... 0.7 eV
Highest occupied orbital energy ... -0.332 Eh
SMILES ... COP(=S)(/N=C(/C)O)OC

=====

Version two
C4H10NO3PS | ωB97M-V/def2-TZVPD

Positions of all 20 atoms, in Å:
1 C -0.032 0.043 1.767
2 C -0.483 -0.855 2.859
3 C 1.949 -0.857 -1.805
4 C -2.121 0.347 -1.638
5 N -0.338 -0.051 0.537
6 O 0.790 0.977 2.293
7 O 0.656 -0.298 -1.777
8 O -1.122 1.440 -1.497
9 P 0.205 0.895 -0.740
10 S 1.505 2.322 -0.413
11 H 0.364 -1.142 3.272
12 H -1.187 -0.328 3.577
13 H -1.097 -1.547 2.476
14 H 1.953 -1.703 -2.562
15 H 2.221 -1.473 -1.003
16 H 2.644 -0.008 -1.802
17 H -2.918 0.978 -1.886
18 H -2.319 -0.167 -0.794
19 H -1.954 -0.253 -2.545
20 H 1.283 1.678 1.681

Properties
Gap between HOMO and LUMO ... 9.96 eV
Net charge ... 0
LUMO energy ... 0.7 eV
Highest occupied orbital energy ... -0.339 Eh
SMILES ... COP(=S)(/N=C(/C)O)OC

=====

Stability order, top to bottom: version one, version two

=====

Version one
C3H7NS3 | ωB97M-V/def2-TZVPD

Positions of all 14 atoms, in Å:
1 C 0.268 2.041 -0.598
2 C 0.115 -0.473 0.602
3 C -1.186 -1.138 0.936
4 H 1.068 1.577 -1.115
5 H -0.612 1.966 -1.157
6 H 0.655 3.080 -0.537
7 H -1.661 -0.850 1.820
8 H -1.021 -2.220 1.019
9 H -1.975 -1.181 -1.333
10 H 2.989 -1.812 -0.454
11 N 1.035 -1.253 0.236
12 S 0.117 1.359 0.973
13 S -2.343 -0.473 -0.315
14 S 2.552 -0.624 -0.078

Properties
Gap between HOMO and LUMO ... 9.39 eV
Net charge ... 0
LUMO energy ... 0.6 eV
Highest occupied orbital energy ... -0.324 Eh
SMILES ... CS/C(CS)=N\S

=====

Version two
C3H7NS3 | ωB97M-V/def2-TZVPD

Positions of all 14 atoms, in Å:
1 C 0.499 1.926 -0.706
2 C 0.093 -0.438 0.648
3 C -1.287 -0.912 0.926
4 H 1.122 1.417 -1.432
5 H -0.533 1.790 -1.068
6 H 0.682 2.995 -0.633
7 H -1.524 -0.414 1.848
8 H -1.306 -1.983 1.056
9 H -2.000 -1.182 -1.212
10 H 2.958 -2.043 -0.105
11 N 0.928 -1.242 0.179
12 S 0.367 1.292 0.934
13 S -2.485 -0.420 -0.306
14 S 2.487 -0.787 -0.129

Properties
Gap between HOMO and LUMO ... 9.47 eV
Net charge ... 0
LUMO energy ... 0.6 eV
Highest occupied orbital energy ... -0.327 Eh
SMILES ... CS/C(CS)=N\S

=====

Stability order, top to bottom: version two, version one